Record 1
Density functional theory data (ωB97M-V/def2-TZVPD) for a 13-piece molecular cluster, C54H81N13O18 overall at a distorted geometry.

Properties
Energy above the lowest of the compared OMol25 structures with the same formula, charge and spin in kcal/mol: 0.0
LUMO energy in Ha: -0.0378
HOMO energy in Eh: -0.3368
Molecular weight in g mol⁻¹: 1200.32

Bonds (Å) are listed after each position.
Cartesian coordinates (Å):
1 C -3.33 -5.99 2.24  O2 1.215, N3 1.356, H6 1.101
2 O -4.16 -6.81 2.58  C1 1.215
3 N -1.99 -6.22 2.28  C1 1.356, C4 1.441, C5 1.470
4 C -1.05 -5.29 1.70  N3 1.441, H7 1.090, H8 1.090, H9 1.090
5 C -1.42 -7.50 2.71  N3 1.470, H10 1.090, H11 1.090, H12 1.090
6 H -3.48 -4.95 1.91  C1 1.101
7 H -0.72 -5.86 0.83  C4 1.090
8 H -0.16 -5.16 2.31  C4 1.090
9 H -1.51 -4.36 1.37  C4 1.090
10 H -1.07 -8.14 1.90  C5 1.090
11 H -0.51 -7.39 3.30  C5 1.090
12 H -2.19 -8.03 3.28  C5 1.090
13 C 1.94 8.92 3.73  O14 1.243, N15 1.326, H18 1.101
14 O 3.03 9.51 3.83  C13 1.243
15 N 1.87 7.73 3.13  C13 1.326, C16 1.492, C17 1.433
16 C 0.61 6.96 2.88  N15 1.492, H19 1.090, H20 1.090, H21 1.090
17 C 3.04 7.08 2.64  N15 1.433, H22 1.090, H23 1.090, H24 1.090
18 H 0.93 9.30 3.94  C13 1.101
19 H -0.27 7.55 3.13  C16 1.090
20 H 0.56 6.14 3.58  C16 1.090
21 H 0.64 6.52 1.88  C16 1.090
22 H 3.05 6.06 3.02  C17 1.090
23 H 3.08 7.13 1.55  C17 1.090
24 H 3.95 7.62 2.89  C17 1.090
25 C -3.99 -0.49 4.53  O26 1.206, N27 1.317, H30 1.101
26 O -4.41 0.60 4.84  C25 1.206
27 N -2.72 -0.78 4.72  C25 1.317, C28 1.464, C29 1.487
28 C -2.19 -2.08 4.33  N27 1.464, H31 1.090, H32 1.090, H33 1.090
29 C -1.66 0.21 5.06  N27 1.487, H34 1.090, H35 1.090, H36 1.090
30 H -4.58 -1.30 4.06  C25 1.101
31 H -1.72 -2.52 5.21  C28 1.090
32 H -1.48 -1.93 3.52  C28 1.090
33 H -2.97 -2.83 4.15  C28 1.090
34 H -0.90 0.22 4.28  C29 1.090
35 H -1.93 1.23 5.34  C29 1.090
36 H -1.06 -0.13 5.90  C29 1.090
37 C -3.89 2.44 1.75  O38 1.231, N39 1.368, H42 1.101
38 O -4.22 2.31 0.57  C37 1.231
39 N -3.14 3.45 2.28  C37 1.368, C40 1.456, C41 1.469
40 C -2.50 4.41 1.40  N39 1.456, H43 1.090, H44 1.090, H45 1.090
41 C -2.97 3.58 3.74  N39 1.469, H46 1.090, H47 1.090, H48 1.090
42 H -4.24 1.71 2.50  C37 1.101
43 H -2.73 5.45 1.62  C40 1.090
44 H -2.77 4.22 0.36  C40 1.090
45 H -1.42 4.35 1.54  C40 1.090
46 H -1.97 3.23 4.01  C41 1.090
47 H -3.16 4.61 4.02  C41 1.090
48 H -3.54 2.83 4.29  C41 1.090
49 C 4.05 1.53 0.49  O50 1.281, N51 1.334, H54 1.101
50 O 4.17 2.05 -0.67  C49 1.281
51 N 3.31 2.11 1.45  C49 1.334, C52 1.430, C53 1.496
52 C 2.92 1.29 2.56  N51 1.430, H55 1.090, H56 1.090, H57 1.090
53 C 2.77 3.50 1.44  N51 1.496, H58 1.090, H59 1.090, H60 1.090
54 H 4.55 0.59 0.76  C49 1.101
55 H 1.89 0.97 2.39  C52 1.090
56 H 2.99 1.87 3.47  C52 1.090
57 H 3.60 0.44 2.54  C52 1.090
58 H 3.16 4.08 0.60  C53 1.090
59 H 1.68 3.50 1.42  C53 1.090
60 H 3.14 4.13 2.25  C53 1.090
61 C 3.71 0.31 -3.69  O62 1.239, N63 1.328, H66 1.101
62 O 3.47 0.76 -4.82  C61 1.239
63 N 3.90 -0.99 -3.46  C61 1.328, C64 1.498, C65 1.461
64 C 4.01 -1.60 -2.10  N63 1.498, H67 1.090, H68 1.090, H69 1.090
65 C 3.65 -1.94 -4.54  N63 1.461, H70 1.090, H71 1.090, H72 1.090
66 H 4.07 0.86 -2.82  C61 1.101
67 H 4.34 -2.64 -2.10  C64 1.090
68 H 3.01 -1.60 -1.67  C64 1.090
69 H 4.72 -1.04 -1.50  C64 1.090
70 H 2.57 -2.11 -4.60  C65 1.090
71 H 3.97 -1.49 -5.48  C65 1.090
72 H 4.05 -2.94 -4.44  C65 1.090
73 C 4.39 -2.61 2.67  O74 1.283, N75 1.299, H78 1.101
74 O 3.97 -1.83 1.75  C73 1.283
75 N 3.60 -3.11 3.58  C73 1.299, C76 1.475, C77 1.473
76 C 4.11 -4.02 4.63  N75 1.475, H79 1.090, H80 1.090, H81 1.090
77 C 2.17 -2.80 3.72  N75 1.473, H82 1.090, H83 1.090, H84 1.090
78 H 5.44 -2.94 2.78  C73 1.101
79 H 5.06 -3.69 5.04  C76 1.090
80 H 4.43 -4.95 4.17  C76 1.090
81 H 3.52 -4.17 5.53  C76 1.090
82 H 1.61 -2.47 2.85  C77 1.090
83 H 1.68 -3.75 3.95  C77 1.090
84 H 2.05 -2.18 4.61  C77 1.090
85 C 0.51 -1.10 0.48  O86 1.191, N87 1.345, H90 1.101
86 O 0.26 -2.25 0.61  C85 1.191
87 N -0.44 -0.16 0.62  C85 1.345, C88 1.472, C89 1.472
88 C -0.08 1.25 0.38  N87 1.472, H91 1.090, H92 1.090, H93 1.090
89 C -1.85 -0.35 1.01  N87 1.472, H94 1.090, H95 1.090, H96 1.090
90 H 1.55 -0.78 0.29  C85 1.101
91 H -0.38 1.55 -0.62  C88 1.090
92 H 1.00 1.39 0.42  C88 1.090
93 H -0.69 1.89 1.01  C88 1.090
94 H -2.01 -0.08 2.06  C89 1.090
95 H -2.60 0.22 0.46  C89 1.090
96 H -2.21 -1.37 0.89  C89 1.090
97 C 0.23 -5.15 -4.30  C98 1.350, C102 1.396, H106 1.080
98 C 0.18 -4.71 -3.02  C97 1.350, C99 1.365, H107 1.080
99 C -0.07 -3.41 -2.72  C98 1.365, C100 1.398, H108 1.080
100 C -0.27 -2.47 -3.74  C99 1.398, C101 1.383, N103 1.475
101 C -0.19 -2.96 -5.03  C100 1.383, C102 1.358, H109 1.080
102 C -0.06 -4.27 -5.35  C97 1.396, C101 1.358, H110 1.080
103 N -0.52 -1.06 -3.38  C100 1.475, O104 1.209, O105 1.232
104 O -0.91 -0.78 -2.28  N103 1.209
105 O -0.38 -0.19 -4.24  N103 1.232
106 H 0.64 -6.13 -4.50  C97 1.080
107 H 0.36 -5.40 -2.21  C98 1.080
108 H -0.18 -3.07 -1.70  C99 1.080
109 H -0.41 -2.23 -5.80  C101 1.080
110 H -0.03 -4.51 -6.40  C102 1.080
111 C 1.18 3.36 -4.73  C112 1.406, C116 1.388, H120 1.080
112 C 0.91 4.72 -4.99  C111 1.406, C113 1.419, H121 1.080
113 C 0.80 5.61 -3.90  C112 1.419, C114 1.427, H122 1.080
114 C 0.86 5.12 -2.56  C113 1.427, C115 1.404, N117 1.481
115 C 1.09 3.75 -2.39  C114 1.404, C116 1.371, H123 1.080
116 C 1.32 2.89 -3.43  C111 1.388, C115 1.371, H124 1.080
117 N 0.66 6.04 -1.42  C114 1.481, O118 1.217, O119 1.201
118 O 0.80 5.60 -0.29  N117 1.217
119 O 0.24 7.14 -1.65  N117 1.201
120 H 1.15 2.60 -5.49  C111 1.080
121 H 0.68 5.08 -5.99  C112 1.080
122 H 0.58 6.66 -4.04  C113 1.080
123 H 1.12 3.29 -1.41  C115 1.080
124 H 1.45 1.82 -3.34  C116 1.080
125 C -3.83 4.39 -2.30  C126 1.386, C130 1.449, H134 1.080
126 C -3.16 3.26 -2.75  C125 1.386, C127 1.418, H135 1.080
127 C -2.49 3.25 -3.99  C126 1.418, C128 1.381, H136 1.080
128 C -2.66 4.32 -4.85  C127 1.381, C129 1.370, N131 1.497
129 C -3.39 5.43 -4.49  C128 1.370, C130 1.398, H137 1.080
130 C -3.98 5.49 -3.23  C125 1.449, C129 1.398, H138 1.080
131 N -2.01 4.33 -6.19  C128 1.497, O132 1.238, O133 1.213
132 O -1.75 3.25 -6.74  N131 1.238
133 O -1.74 5.37 -6.75  N131 1.213
134 H -4.40 4.38 -1.38  C125 1.080
135 H -3.14 2.50 -1.98  C126 1.080
136 H -1.83 2.45 -4.30  C127 1.080
137 H -3.51 6.28 -5.15  C129 1.080
138 H -4.47 6.42 -2.96  C130 1.080
139 C -4.48 -0.68 -3.44  C140 1.400, C144 1.398, H148 1.080
140 C -3.90 -1.86 -2.96  C139 1.400, C141 1.380, H149 1.080
141 C -4.02 -2.25 -1.65  C140 1.380, C142 1.400, H150 1.080
142 C -4.71 -1.43 -0.75  C141 1.400, C143 1.420, N145 1.526
143 C -5.29 -0.24 -1.26  C142 1.420, C144 1.343, H151 1.080
144 C -5.13 0.17 -2.53  C139 1.398, C143 1.343, H152 1.080
145 N -4.94 -1.81 0.71  C142 1.526, O146 1.258, O147 1.244
146 O -4.08 -2.48 1.35  N145 1.258
147 O -6.01 -1.42 1.20  N145 1.244
148 H -4.35 -0.50 -4.50  C139 1.080
149 H -3.32 -2.43 -3.67  C140 1.080
150 H -3.59 -3.19 -1.31  C141 1.080
151 H -5.81 0.38 -0.55  C143 1.080
152 H -5.48 1.14 -2.85  C144 1.080
153 C 3.35 -5.45 -1.65  C154 1.395, C158 1.362, H162 1.080
154 C 3.82 -6.66 -1.13  C153 1.395, C155 1.397, H163 1.080
155 C 3.54 -7.05 0.18  C154 1.397, C156 1.383, H164 1.080
156 C 2.86 -6.17 1.00  C155 1.383, C157 1.441, N159 1.535
157 C 2.34 -4.92 0.49  C156 1.441, C158 1.402, H165 1.080
158 C 2.68 -4.59 -0.83  C153 1.362, C157 1.402, H166 1.080
159 N 2.68 -6.52 2.48  C156 1.535, O160 1.188, O161 1.255
160 O 1.67 -6.18 3.01  N159 1.188
161 O 3.63 -7.19 2.95  N159 1.255
162 H 3.57 -5.00 -2.61  C153 1.080
163 H 4.48 -7.29 -1.71  C154 1.080
164 H 3.93 -8.02 0.44  C155 1.080
165 H 1.82 -4.19 1.09  C157 1.080
166 H 2.40 -3.59 -1.12  C158 1.080

---

Record 2
Density functional theory data (ωB97M-V/def2-TZVPD) for one molecule with the formula C21H25F3N2O2.

Properties
Energy above the lowest of the compared OMol25 structures with the same formula, charge and spin in kcal/mol: 21.6
LUMO energy in Ha: 0.0294
HOMO energy in Eh: -0.2799
SMILES: CCOc1cc(CN2CCN(c3cccc(C(F)(F)F)c3)CC2)ccc1OC
Molecular weight in g mol⁻¹: 394.44

Bonds (Å) are listed after each position.
Cartesian coordinates (Å):
1 C 0.34 3.88 1.96  C2 1.524, H29 1.087, H30 1.086, H31 1.088
2 C 1.77 3.43 1.64  C1 1.524, O3 1.416, H32 1.096, H33 1.092
3 O 1.84 2.63 0.47  C2 1.416, C4 1.364
4 C 1.68 1.28 0.48  O3 1.364, C5 1.392, C26 1.408
5 C 2.01 0.68 -0.74  C4 1.392, C6 1.386, H34 1.080
6 C 1.92 -0.68 -0.96  C5 1.386, C7 1.512, C24 1.385
7 C 2.28 -1.26 -2.31  C6 1.512, N8 1.454, H35 1.094, H36 1.094
8 N 1.19 -1.42 -3.27  C7 1.454, C9 1.441, C23 1.456
9 C 0.61 -0.21 -3.79  N8 1.441, C10 1.549, H37 1.091, H38 1.096
10 C -0.42 0.47 -2.86  C9 1.549, N11 1.446, H39 1.101, H40 1.090
11 N -1.10 -0.54 -2.08  C10 1.446, C12 1.361, C22 1.441
12 C -1.52 -0.32 -0.81  N11 1.361, C13 1.406, C21 1.402
13 C -1.71 0.98 -0.32  C12 1.406, C14 1.377, H41 1.078
14 C -2.18 1.21 0.96  C13 1.377, C15 1.385, H42 1.079
15 C -2.47 0.16 1.81  C14 1.385, C16 1.388, H43 1.078
16 C -2.28 -1.13 1.34  C15 1.388, C17 1.498, C21 1.383
17 C -2.53 -2.30 2.25  C16 1.498, F18 1.342, F19 1.343, F20 1.356
18 F -3.45 -2.04 3.20  C17 1.342
19 F -2.95 -3.40 1.60  C17 1.343
20 F -1.41 -2.68 2.92  C17 1.356
21 C -1.80 -1.38 0.07  C12 1.402, C16 1.383, H44 1.078
22 C -1.20 -1.81 -2.77  N11 1.441, C23 1.537, H45 1.097, H46 1.088
23 C 0.19 -2.43 -2.95  N8 1.456, C22 1.537, H47 1.090, H48 1.099
24 C 1.51 -1.48 0.10  C6 1.385, C25 1.384, H49 1.080
25 C 1.19 -0.92 1.32  C24 1.384, C26 1.388, H50 1.077
26 C 1.26 0.45 1.54  C4 1.408, C25 1.388, O27 1.373
27 O 0.94 1.03 2.74  C26 1.373, C28 1.406
28 C 0.57 0.21 3.82  O27 1.406, H51 1.089, H52 1.094, H53 1.093
29 H 0.36 4.59 2.78  C1 1.087
30 H -0.26 3.02 2.25  C1 1.086
31 H -0.10 4.35 1.08  C1 1.088
32 H 2.38 4.31 1.39  C2 1.096
33 H 2.21 2.92 2.49  C2 1.092
34 H 2.37 1.34 -1.52  C5 1.080
35 H 3.03 -0.62 -2.79  C7 1.094
36 H 2.72 -2.25 -2.17  C7 1.094
37 H 1.41 0.50 -4.01  C9 1.091
38 H 0.13 -0.47 -4.74  C9 1.096
39 H -1.14 1.05 -3.47  C10 1.101
40 H 0.09 1.15 -2.18  C10 1.090
41 H -1.52 1.83 -0.96  C13 1.078
42 H -2.33 2.22 1.29  C14 1.079
43 H -2.85 0.34 2.81  C15 1.078
44 H -1.65 -2.41 -0.23  C21 1.078
45 H -1.65 -1.62 -3.75  C22 1.097
46 H -1.86 -2.49 -2.23  C22 1.088
47 H 0.48 -2.95 -2.04  C23 1.090
48 H 0.16 -3.16 -3.77  C23 1.099
49 H 1.47 -2.55 -0.01  C24 1.080
50 H 0.88 -1.57 2.12  C25 1.077
51 H 0.38 0.89 4.64  C28 1.089
52 H 1.37 -0.48 4.09  C28 1.094
53 H -0.34 -0.36 3.60  C28 1.093